C4H5BrN2 in the gas phase in a non-equilibrium geometry. Source: OMol25; level of theory: ωB97M-V with the def2-TZVPD basis set.

Calculated values
Frontier orbital gap in eV: 7.515
Lowest unoccupied orbital energy in eV: 0.2618

```
12
Properties=species:S:1:pos:R:3:mulliken_charge:R:1
Br -3.44024 0.42536 0.06194 -0.290
N 0.95740 -0.85167 0.02207 -0.387
N -1.26269 -1.25176 0.08828 -0.048
C 0.88481 0.36018 0.16222 0.611
C -1.42746 0.03615 0.12093 -0.197
C 0.05303 -1.76131 0.01185 -0.342
C 1.37471 1.69682 -0.13224 -0.958
H 1.91929 2.08547 0.70836 0.283
H 2.08531 1.48147 -0.86737 0.288
H 0.15850 -2.75474 -0.11162 0.512
H 0.64208 2.36306 -0.41566 0.336
H -1.94473 -1.82902 0.35126 0.192
```

A molecular structure, C24H23BN13Tl. Source: OMol25; level of theory: ωB97M-V with the def2-TZVPD basis set.

Calculated values
Net charge: +3
Frontier orbital gap (spin up / spin down) in eV: 8.427 / 5.505
Multiplicity: 2
Lowest unoccupied orbital energy (spin up / spin down) in eV: -9.3139 / -12.2343

```
62
Properties=species:S:1:pos:R:3:lowdin_spin:R:1
Tl -0.13278 0.75000 0.05146 0.000
N -0.20562 -2.38831 -0.15826 0.002
N -2.64829 1.80493 4.45009 0.000
N 1.99519 -4.15888 -2.31026 0.219
N 0.35558 -0.13053 -2.00162 0.000
N -2.28345 1.51658 -0.37327 0.000
N 1.79927 -3.58155 -1.02427 0.105
N 1.80618 -0.22006 0.74478 0.001
N -4.25835 2.10825 0.48156 0.000
N -4.30516 2.05089 -0.86388 0.000
N 1.03552 -1.31441 -2.08854 0.001
N 2.15047 -1.40996 0.18417 0.001
N -1.17977 1.27035 2.16883 0.000
N -0.91834 -1.37826 0.40212 0.001
C -2.16597 -3.23397 0.45854 0.000
C -0.30285 4.40724 1.11051 0.000
C 2.42964 -5.37343 -2.11046 0.029
C -1.38072 1.41042 4.51711 0.000
C -0.92890 4.76684 -0.08158 0.000
C -2.09062 -1.88038 0.77727 0.000
C -0.63712 1.13630 3.37647 0.000
C -0.95896 -3.51340 -0.13673 0.001
C 1.42488 -1.49461 -3.36823 0.000
C 0.55917 3.35490 -1.32835 0.000
C 2.54144 -5.65507 -0.72793 0.434
C 2.09716 -4.42423 -0.08569 0.182
C 1.18821 2.96508 -0.12898 0.000
C 3.42526 -1.69213 0.53570 0.001
C -3.02179 1.77867 0.74297 0.000
C 0.32145 0.38844 -3.22865 0.000
C -2.45356 1.66326 2.09319 0.000
C 3.90963 -0.68737 1.34097 0.000
C -0.49890 4.24726 -1.29918 0.000
C 2.85704 0.21488 1.43823 0.000
C 0.76382 3.52651 1.08876 0.000
C -3.18695 1.93030 3.24290 0.000
C -3.13373 1.69652 -1.37588 0.000
C 0.98287 -0.43457 -4.12808 0.000
B 1.18993 -2.15337 -0.79513 0.004
H -4.22104 2.24676 3.17794 0.000
H -2.82765 -1.25617 1.25886 0.000
H -0.95578 4.58068 -2.22204 0.000
H 0.95994 3.00670 -2.27131 0.000
H -0.61653 -4.44244 -0.56068 0.000
H 2.13545 2.43695 -0.17973 0.000
H 4.88744 -0.61354 1.78450 0.000
H -2.98326 -3.91113 0.63612 0.000
H 2.82014 1.15757 1.96276 0.000
H -2.93488 1.58527 -2.42935 0.000
H 2.66187 -6.01553 -2.94696 -0.003
H -0.61904 4.85546 2.04355 0.000
H 2.85367 -6.56945 -0.24401 0.017
H 1.11710 -0.28816 -5.18553 0.000
H 1.29603 3.29766 2.00457 0.000
H 0.39234 0.80602 3.43610 0.000
H 2.00484 -4.19769 0.96746 0.004
H 3.93982 -2.56542 0.17146 0.000
H -5.16794 2.26787 -1.34816 0.000
H 1.96959 -2.36934 -3.67281 0.000
H -0.94234 1.30677 5.50176 0.000
H -0.17640 1.32740 -3.41264 0.000
H -1.73428 5.49064 -0.06247 0.000
```

C10H14SSi in the gas phase in a non-equilibrium geometry. Source: OMol25; level of theory: ωB97M-V with the def2-TZVPD basis set.

Calculated values
Frontier orbital gap (spin up / spin down) in eV: 5.863 / 6.823
Multiplicity: 3
Lowest unoccupied orbital energy (spin up / spin down) in eV: 0.8141 / -1.9045

```
26
Properties=species:S:1:pos:R:3:lowdin_spin:R:1
S 2.40495 -1.70963 0.59706 0.156
Si -1.02285 0.59097 -0.51544 0.090
C 0.96486 -1.13010 -0.15699 0.346
C 1.28434 0.38598 1.61611 0.015
C 0.68682 -3.17481 -1.73497 0.011
C -0.76017 2.21865 -1.52977 0.021
C -2.59995 0.63088 0.60077 0.019
C 0.53662 0.08542 0.40258 0.344
C 0.22227 -1.83065 -1.20431 0.197
C 2.34930 -0.46273 1.81747 0.336
C 1.08143 1.75318 2.16334 -0.010
C -0.87264 -1.13064 -1.48183 0.420
H -2.47191 0.17012 1.56959 0.001
H 0.08961 -4.00083 -1.37196 0.004
H -1.56235 2.30920 -2.31614 0.001
H 3.13596 -0.56257 2.63072 0.012
H 0.39607 2.38153 1.53205 0.000
H -3.02223 1.68561 0.84872 0.002
H -3.41816 0.11932 0.25349 0.002
H 0.60125 -3.02384 -2.78062 0.003
H -1.44530 -1.46812 -2.26398 0.033
H 0.61369 1.64952 3.08532 -0.004
H 0.24832 2.25127 -1.90708 0.001
H 1.71917 -3.23977 -1.33995 0.000
H 1.91639 2.32920 2.40961 -0.002
H -1.07549 3.17283 -0.92379 0.002
```

C7H12O in the gas phase in a non-equilibrium geometry. Source: OMol25; level of theory: ωB97M-V with the def2-TZVPD basis set.

Calculated values
Frontier orbital gap in eV: 9.600
Lowest unoccupied orbital energy in eV: 0.6578

```
20
Properties=species:S:1:pos:R:3:mulliken_charge:R:1
O 1.67190 -1.64956 0.45308 -0.460
C -0.44520 -0.25689 0.20385 1.708
C -0.51981 2.14007 -0.42045 -1.000
C -0.94469 -1.17087 1.31608 -1.768
C -0.93658 -0.73270 -1.15964 -1.708
C 1.99379 0.61180 -0.39296 -0.737
C 1.33017 -0.40520 0.05475 0.387
C -0.65579 1.14863 0.50938 -0.498
H -0.91949 1.98959 -1.41255 0.272
H 2.62917 -1.74827 0.37640 0.344
H -0.61201 -2.19232 1.14556 0.375
H -2.03496 -1.14863 1.34581 0.430
H -2.02469 -0.67586 -1.20342 0.363
H -0.61320 -1.75900 -1.32782 0.426
H -0.52481 -0.14023 -1.97311 0.402
H -0.68168 3.16383 -0.11165 0.343
H 3.03448 0.69230 -0.64994 0.378
H -0.56870 -0.84715 2.28509 0.392
H -0.41208 1.41499 1.53233 0.184
H 1.23419 1.56548 -0.57078 0.167
```

C6H12N2O in the gas phase in a non-equilibrium geometry. Source: OMol25; level of theory: ωB97M-V with the def2-TZVPD basis set.

Calculated values
Frontier orbital gap in eV: 7.538
Lowest unoccupied orbital energy in eV: 0.5316

```
21
Properties=species:S:1:pos:R:3:mulliken_charge:R:1
O -0.07503 -1.15791 2.35216 -0.510
N -0.80649 -1.41641 -1.16985 -0.389
N 1.09830 -1.10610 0.34300 -0.647
C 0.28957 -0.50691 1.21447 0.082
C -1.62253 1.13126 1.39866 -1.540
C -0.30492 0.69545 0.82396 1.260
C 1.35122 -0.74920 -2.05962 -1.462
C 0.47531 -0.95897 -0.85413 0.629
C 0.50839 1.81383 0.21964 -1.385
H -1.51089 1.96515 2.10195 0.370
H 2.39985 -0.70681 -1.76681 0.323
H 1.23094 -1.56076 -2.78474 0.453
H 0.37438 -2.01601 2.32316 0.361
H -0.84597 -2.07580 -1.93845 0.261
H 0.56299 2.66248 0.91375 0.396
H 1.53194 1.51695 -0.01311 0.330
H 1.07988 0.19519 -2.53955 0.288
H 0.04509 2.18338 -0.70198 0.287
H -1.36368 -1.70302 -0.37477 0.232
H -2.28024 1.46954 0.58863 0.331
H -2.13812 0.32465 1.92364 0.329
```

A molecular structure, C25H30N7O3S2W in a non-equilibrium geometry. Source: OMol25; level of theory: ωB97M-V with the def2-TZVPD basis set.

Calculated values
Net charge: +3
Frontier orbital gap (spin up / spin down) in eV: 4.340 / 4.091
Multiplicity: 3
Lowest unoccupied orbital energy (spin up / spin down) in eV: -10.9293 / -11.1784

```
68
Properties=species:S:1:pos:R:3:lowdin_spin:R:1
W 1.00254 -1.00193 -0.19646 0.411
S -1.61526 1.24015 2.01199 0.246
S -4.75861 3.50472 -3.25604 0.000
O -2.77076 1.12025 1.06558 0.239
O -1.85598 1.55175 3.43978 0.301
O 1.38355 2.37897 -1.28561 -0.014
N -0.08612 -2.01211 1.40619 0.089
N -2.75102 2.40527 -2.02876 0.000
N 2.36458 -1.73743 1.19386 0.022
N -0.95497 -1.51566 -0.81629 0.024
N 3.06860 -0.67659 -1.13472 0.009
N 0.67977 0.70409 0.08752 -0.015
N 0.85489 -1.82678 -2.32612 0.033
C 3.26147 -1.79898 -2.12571 0.006
C 2.86782 -2.96672 3.35365 0.025
C -1.41787 -2.07696 1.33365 0.061
C -1.54620 -2.60428 3.67497 0.046
C 0.59617 -2.31943 2.54753 0.067
C 2.07856 -1.77334 -3.07250 0.002
C -1.46221 -1.56118 -2.23081 0.004
C -2.17902 -2.44221 2.43765 -0.019
C -1.91376 -1.84957 0.06083 0.055
C 0.78526 2.04918 -0.24929 0.011
C -0.31448 -1.23975 -3.09875 0.004
C 0.61330 4.49150 0.52669 0.016
C 3.78220 -1.57562 1.03572 0.002
C 0.22881 3.10498 0.71858 0.012
C 1.95586 -2.32637 2.34165 0.159
C -0.81670 2.93758 1.59253 0.143
C -0.18974 5.56745 0.89606 -0.003
C -1.45312 4.03991 2.17780 0.011
C -1.35810 5.31352 1.61141 0.008
C -0.15205 -2.55709 3.74729 -0.009
C -3.11496 4.06479 -3.59299 0.000
C 4.14344 -0.61613 -0.11534 0.001
C -3.38509 -1.94214 -0.16845 0.009
C -2.21149 3.36907 -2.82058 0.000
C -4.07154 2.41192 -2.16363 0.000
H 2.85205 -2.45027 4.34047 0.010
H 1.42277 4.62240 -0.12733 0.002
H 3.01211 0.22272 -1.63002 0.003
H 2.08845 -2.64333 -3.79709 0.000
H 5.18194 -0.91771 -0.47111 0.000
H -3.70355 -3.00441 -0.08507 0.004
H -2.87615 4.96075 -4.16368 0.000
H -3.59515 -1.48485 -1.17035 0.000
H 0.62499 -2.79393 -2.27572 0.008
H -2.06989 6.12853 1.68899 0.001
H 0.34839 -2.62051 4.72567 -0.001
H -2.01969 -2.79132 4.60380 0.002
H 4.13517 0.41916 0.23044 0.000
H -2.12246 3.82601 3.08109 0.003
H -1.10913 3.49336 -2.81839 0.000
H 3.31997 -2.76935 -1.64622 0.002
H 4.18917 -1.63961 -2.69723 0.000
H 2.54798 -3.98763 3.55327 0.008
H 3.92285 -3.05753 3.05844 0.000
H 4.37079 -2.50016 0.87694 -0.002
H -1.94445 -2.53594 -2.44733 0.001
H -0.05032 -0.17064 -3.11179 0.002
H -0.29311 -1.71320 -4.09757 0.000
H -4.74550 1.72115 -1.58580 0.000
H -3.25145 -2.60805 2.24611 -0.001
H -3.91299 -1.31925 0.60488 0.003
H -2.14118 -0.73826 -2.36363 0.000
H 0.11729 6.57963 0.63792 0.000
H 2.18164 -0.88076 -3.70798 0.000
H 4.23167 -1.18184 1.96940 0.000
```

Which formula does entry 5 have?
C6H12N2O